one | The following is a DFT calculation (ωB97M-V/def2-TZVPD) of a cluster of 3 separate species, C2H4Cl3NO in total.

Its gap between HOMO and LUMO is 10.902 eV. The calculation puts the LUMO energy at 0.39 eV. For the HOMO energy, the calculation gives -0.386 hartree. As for the spin multiplicity: 1.

Positions of all 11 atoms, in Å:
C: 0.998 -0.779 0.174
C: -2.597 1.260 0.394
N: -1.459 1.802 0.305
O: 0.857 -0.438 -0.930
Cl: -0.853 -4.337 0.386
Cl: -3.985 2.222 0.673
Cl: -2.937 -0.392 0.198
H: 2.060 -0.684 0.641
H: 0.061 -0.817 0.829
H: -0.594 1.424 0.017
H: -1.489 -3.185 0.323

Löwdin atomic charge list, values in e, 8 entries: number 1, C, carries -0.20; number 2, C, carries -1.32; number 3, N, carries 0.06; number 4, O, carries 0.00; number 5, Cl, carries 0.25; number 6, Cl, carries 0.64; number 7, Cl, carries 0.63; number 8, H, carries 0.11

=====

two | The following is a DFT calculation (ωB97M-V/def2-TZVPD) of a cluster of 3 separate species, C2H4Cl3NO in total.

Its gap between HOMO and LUMO is 11.020 eV. The calculation puts the LUMO energy at 0.49 eV. For the HOMO energy, the calculation gives -0.387 hartree. As for the spin multiplicity: 1.

Positions of all 11 atoms, in Å:
C: -1.268 0.934 -1.231
C: 0.104 -1.483 0.876
N: 0.177 -1.790 -0.340
O: -0.787 1.608 -0.355
Cl: 2.408 1.723 0.935
Cl: -1.406 -1.049 1.478
Cl: 1.438 -1.364 2.033
H: -2.382 0.849 -1.311
H: -0.641 0.399 -2.063
H: 1.089 -1.711 -0.659
H: 1.268 1.884 0.637

Löwdin atomic charge list, values in e, 8 entries: number 1, C, carries -0.17; number 2, C, carries -1.28; number 3, N, carries 0.04; number 4, O, carries -0.07; number 5, Cl, carries 0.37; number 6, Cl, carries 0.69; number 7, Cl, carries 0.57; number 8, H, carries 0.09

=====

Most stable: two. Least stable: one.

=====

one | The following is a DFT calculation (ωB97M-V/def2-TZVPD) of a cluster of 2 separate species, C2H4ClNO2 in total.

Its gap between HOMO and LUMO is 10.364 eV. The calculation puts the LUMO energy at 0.34 eV. For the HOMO energy, the calculation gives -0.368 hartree. As for the spin multiplicity: 1.

Positions of all 10 atoms, in Å:
C: 0.942 1.059 0.412
C: 1.323 -0.031 -0.221
N: -1.659 -0.061 0.284
O: -2.636 0.623 0.330
O: -1.778 -1.175 -0.516
Cl: 1.147 -1.773 0.221
H: -0.888 -1.457 -0.763
H: 1.212 1.973 0.038
H: 0.435 0.940 1.390
H: 1.902 -0.098 -1.174

Löwdin atomic charge list, values in e, 8 entries: number 1, C, carries -0.06; number 2, C, carries -0.57; number 3, N, carries -0.13; number 4, O, carries 0.04; number 5, O, carries -0.03; number 6, Cl, carries 0.57; number 7, H, carries 0.00; number 8, H, carries 0.04

=====

two | The following is a DFT calculation (ωB97M-V/def2-TZVPD) of the molecule C2H4ClNO2.

Its gap between HOMO and LUMO is 11.123 eV. The calculation puts the LUMO energy at -0.31 eV. For the HOMO energy, the calculation gives -0.420 hartree. As for the spin multiplicity: 1.

Positions of all 10 atoms, in Å:
O: -0.733 -2.195 0.601
O: -2.024 -0.424 0.397
Cl: 1.838 1.720 -0.594
N: -0.905 -0.996 0.488
C: 0.318 0.751 -0.758
C: 0.273 -0.156 0.466
H: 0.295 0.147 -1.694
H: -0.509 1.438 -0.770
H: 1.190 -0.733 0.480
H: 0.257 0.449 1.384

Löwdin atomic charge list, values in e, 8 entries: number 1, O, carries 0.10; number 2, O, carries 0.05; number 3, Cl, carries 0.56; number 4, N, carries -0.39; number 5, C, carries -0.53; number 6, C, carries -0.21; number 7, H, carries 0.10; number 8, H, carries 0.07

=====

three | The following is a DFT calculation (ωB97M-V/def2-TZVPD) of a cluster of 2 separate species, C2H4ClNO2 in total.

Its gap between HOMO and LUMO (spin up / spin down) is 7.147 / 9.638 eV. The calculation puts the LUMO energy (spin up / spin down) at -1.80 / -0.50 eV. For the HOMO energy (spin up / spin down), the calculation gives -0.329 / -0.373 hartree. As for the spin multiplicity: 1.

Positions of all 10 atoms, in Å:
C: 1.173 0.405 1.108
C: -0.875 -0.061 -0.787
N: 1.949 0.008 0.051
O: 2.297 0.808 -0.820
O: 2.191 -1.177 0.044
Cl: -2.339 -0.004 0.084
H: 0.551 -0.232 1.660
H: 1.399 1.285 1.614
H: -0.544 -1.085 -0.828
H: -0.702 0.769 -1.297

Löwdin atomic charge list, values in e, 8 entries: number 1, C, carries 0.14; number 2, C, carries -0.45; number 3, N, carries -0.51; number 4, O, carries 0.05; number 5, O, carries 0.07; number 6, Cl, carries 0.56; number 7, H, carries 0.07; number 8, H, carries 0.07

=====

Most stable: two. Least stable: three.

=====

one | The following is a DFT calculation (ωB97M-V/def2-TZVPD) of the molecule C9H11NO2.

Its gap between HOMO and LUMO is 9.933 eV. The calculation puts the LUMO energy at 0.68 eV. For the HOMO energy, the calculation gives -0.340 hartree. As for the spin multiplicity: 1.

Positions of all 23 atoms, in Å:
C: 0.190 -1.537 0.736
C: 0.585 -2.460 1.894
C: 0.449 -0.052 1.069
C: 0.069 0.839 -0.153
C: -1.165 1.401 -0.248
C: 1.043 1.137 -1.080
C: -1.526 2.124 -1.354
C: 0.736 1.982 -2.105
C: -0.571 2.450 -2.311
H: -1.391 -2.724 0.663
H: -1.399 -1.535 -0.507
H: 0.887 -1.834 -0.102
H: -0.227 0.250 1.908
H: 1.501 0.160 1.298
H: -1.915 1.135 0.505
H: 2.076 0.717 -0.950
H: -2.555 2.462 -1.549
H: 1.503 2.250 -2.839
H: -0.789 3.032 -3.229
H: 1.966 -2.567 3.188
N: -1.221 -1.722 0.484
O: -0.048 -3.391 2.342
O: 1.804 -2.117 2.342

Löwdin atomic charge list, values in e, 8 entries: number 1, C, carries -0.33; number 2, C, carries -0.48; number 3, C, carries -0.09; number 4, C, carries -0.25; number 5, C, carries -0.08; number 6, C, carries -0.07; number 7, C, carries -0.09; number 8, C, carries -0.10

=====

two | The following is a DFT calculation (ωB97M-V/def2-TZVPD) of the molecule C9H11NO2.

Its gap between HOMO and LUMO is 9.766 eV. The calculation puts the LUMO energy at 0.64 eV. For the HOMO energy, the calculation gives -0.335 hartree. As for the spin multiplicity: 1.

Positions of all 23 atoms, in Å:
C: 1.749 -0.171 0.651
C: 1.815 1.309 0.552
C: 0.284 -0.539 1.063
C: -0.718 -0.273 -0.097
C: -0.908 -1.257 -1.106
C: -1.549 0.831 -0.020
C: -1.913 -1.121 -2.098
C: -2.408 1.065 -1.136
C: -2.640 0.064 -2.109
H: 2.536 -1.468 1.915
H: 3.675 -0.558 1.215
H: 1.822 -0.437 -0.401
H: 0.243 -1.614 1.269
H: 0.004 0.073 1.962
H: -0.280 -2.121 -1.051
H: -1.535 1.594 0.767
H: -2.192 -1.950 -2.762
H: -3.259 1.874 -1.043
H: -3.498 0.099 -2.732
H: 2.370 1.259 2.327
N: 2.725 -0.576 1.597
O: 1.592 1.978 -0.442
O: 2.084 1.939 1.678

Löwdin atomic charge list, values in e, 8 entries: number 1, C, carries -0.34; number 2, C, carries -0.54; number 3, C, carries -0.07; number 4, C, carries -0.23; number 5, C, carries -0.03; number 6, C, carries -0.05; number 7, C, carries -0.08; number 8, C, carries -0.07

=====

Most stable: one. Least stable: two.

=====

one | The following is a DFT calculation (ωB97M-V/def2-TZVPD) of the ion C3H9N2O with charge -1.

As for the total charge: -1. Its gap between HOMO and LUMO is 6.369 eV. The calculation puts the LUMO energy at 4.05 eV. For the HOMO energy, the calculation gives -0.085 hartree. As for the spin multiplicity: 1.

Positions of all 15 atoms, in Å:
C: 0.239 0.004 -0.494
N: -0.372 0.797 0.723
C: -0.667 2.178 0.005
O: -0.344 2.391 -1.272
C: 0.764 -1.498 -0.130
N: -0.404 -2.449 0.119
H: 1.137 0.709 -0.698
H: -0.366 0.092 -1.322
H: 0.459 1.082 1.269
H: -0.281 3.075 0.668
H: -1.727 2.078 0.230
H: 1.430 -1.463 0.717
H: 1.320 -1.788 -1.074
H: -0.009 -3.233 0.738
H: -1.179 -1.975 0.521

Löwdin atomic charge list, values in e, 8 entries: number 1, C, carries -0.22; number 2, N, carries -0.10; number 3, C, carries -0.57; number 4, O, carries -0.36; number 5, C, carries -0.26; number 6, N, carries -0.06; number 7, H, carries 0.11; number 8, H, carries 0.05

=====

two | The following is a DFT calculation (ωB97M-V/def2-TZVPD) of the ion C3H9N2O with charge -1.

As for the total charge: -1. Its gap between HOMO and LUMO is 7.136 eV. The calculation puts the LUMO energy at 4.41 eV. For the HOMO energy, the calculation gives -0.100 hartree. As for the spin multiplicity: 1.

Positions of all 15 atoms, in Å:
C: -0.311 -0.573 0.976
N: -0.045 0.827 0.762
C: 1.163 1.483 -0.070
O: 2.206 0.746 -0.267
C: -1.010 -1.153 -0.257
N: -0.156 -1.066 -1.457
H: -1.030 -0.654 1.788
H: 0.607 -1.177 1.094
H: -0.005 1.329 1.647
H: 1.342 2.320 0.644
H: 0.619 1.814 -0.980
H: -1.991 -0.690 -0.331
H: -1.226 -2.222 -0.103
H: 0.539 -0.343 -1.251
H: -0.702 -0.640 -2.195

Löwdin atomic charge list, values in e, 8 entries: number 1, C, carries -0.30; number 2, N, carries -0.09; number 3, C, carries -0.56; number 4, O, carries -0.30; number 5, C, carries -0.32; number 6, N, carries 0.00; number 7, H, carries 0.09; number 8, H, carries 0.10

=====

Most stable: two. Least stable: one.

=====

one | The following is a DFT calculation (ωB97M-V/def2-TZVPD) of a cluster of 2 separate species, C6H8N2S2 in total.

Its gap between HOMO and LUMO (spin up / spin down) is 7.114 / 6.846 eV. The calculation puts the LUMO energy (spin up / spin down) at -1.77 / -1.72 eV. For the HOMO energy (spin up / spin down), the calculation gives -0.326 / -0.315 hartree. As for the spin multiplicity: 1.

Positions of all 18 atoms, in Å:
C: 0.591 1.326 -1.443
C: -1.615 0.184 -1.610
C: 0.744 0.793 -0.232
C: -1.342 -0.438 -0.459
C: -0.561 1.102 -2.333
C: -0.210 -0.246 0.360
N: 1.752 -1.646 3.924
N: 1.278 -1.675 2.801
S: 1.258 -2.631 1.597
S: -0.606 0.189 2.068
H: 1.224 2.021 -2.020
H: -2.674 0.137 -2.057
H: 1.492 1.230 0.469
H: -2.045 -1.006 0.071
H: -0.983 1.945 -2.698
H: -0.337 0.616 -3.232
H: 0.407 -1.213 0.490
H: 1.628 -0.690 4.306

Löwdin atomic charge list, values in e, 8 entries: number 1, C, carries -0.10; number 2, C, carries -0.03; number 3, C, carries -0.13; number 4, C, carries -0.21; number 5, C, carries -0.18; number 6, C, carries -0.79; number 7, N, carries 0.04; number 8, N, carries -0.72

=====

two | The following is a DFT calculation (ωB97M-V/def2-TZVPD) of a structure of composition C6H8N2S2.

Its gap between HOMO and LUMO is 7.394 eV. The calculation puts the LUMO energy at -0.03 eV. For the HOMO energy, the calculation gives -0.273 hartree. As for the spin multiplicity: 1.

Positions of all 18 atoms, in Å:
C: 2.621 -2.229 -0.143
C: 0.451 -0.640 -0.584
C: 0.851 1.600 -0.358
C: -0.512 1.760 0.040
C: -1.319 0.664 0.126
C: -2.680 0.775 0.631
H: 3.324 -1.137 -0.610
H: 2.414 -2.243 1.006
H: 3.062 -3.080 -0.443
H: -0.744 2.775 0.406
H: -2.980 0.078 1.553
H: -3.458 0.418 -0.059
H: -3.061 2.056 0.930
H: -1.447 -1.453 -0.111
N: 1.251 0.427 -0.696
N: -0.750 -0.500 -0.156
S: 1.100 -2.208 -1.027
S: 1.876 2.937 -0.504

Löwdin atomic charge list, values in e, 8 entries: number 1, C, carries -0.44; number 2, C, carries -0.64; number 3, C, carries -0.91; number 4, C, carries -0.05; number 5, C, carries -0.36; number 6, C, carries -0.07; number 7, H, carries 0.17; number 8, H, carries 0.08

=====

Most stable: two. Least stable: one.

=====

one | The following is a DFT calculation (ωB97M-V/def2-TZVPD) of the molecule CH5NOS3.

Its gap between HOMO and LUMO is 8.191 eV. The calculation puts the LUMO energy at -0.64 eV. For the HOMO energy, the calculation gives -0.324 hartree. As for the spin multiplicity: 1.

Positions of all 11 atoms, in Å:
C: -1.164 -0.618 0.910
N: 0.946 0.377 -1.638
O: -0.928 0.655 0.334
S: 2.075 1.112 0.924
S: 0.204 -1.828 0.512
S: 1.729 -0.368 -0.313
H: -1.425 -0.631 1.935
H: -2.051 -0.901 0.243
H: -0.243 1.131 0.745
H: 0.236 -0.275 -2.156
H: 0.622 1.347 -1.495

Löwdin atomic charge list, values in e, 8 entries: number 1, C, carries -0.56; number 2, N, carries -0.35; number 3, O, carries -0.22; number 4, S, carries 0.14; number 5, S, carries 0.52; number 6, S, carries 0.23; number 7, H, carries 0.06; number 8, H, carries 0.10

=====

two | The following is a DFT calculation (ωB97M-V/def2-TZVPD) of a cluster of 2 separate species, CH5NOS3 in total.

Its gap between HOMO and LUMO (spin up / spin down) is 6.708 / 6.712 eV. The calculation puts the LUMO energy (spin up / spin down) at -2.60 / -2.61 eV. For the HOMO energy (spin up / spin down), the calculation gives -0.342 / -0.343 hartree. As for the spin multiplicity: 1.

Positions of all 11 atoms, in Å:
C: -1.215 0.680 0.216
N: 1.254 -1.072 -1.054
O: 1.758 0.792 0.699
S: 3.741 -2.268 2.003
S: -0.826 -0.859 1.056
S: 1.350 -0.616 0.620
H: -0.289 1.312 0.075
H: -1.875 1.281 0.848
H: -1.766 0.652 -0.824
H: 2.065 -0.818 -1.545
H: 0.971 -2.057 -1.223

Löwdin atomic charge list, values in e, 8 entries: number 1, C, carries -0.53; number 2, N, carries -0.22; number 3, O, carries -0.52; number 4, S, carries 0.03; number 5, S, carries 0.55; number 6, S, carries 0.49; number 7, H, carries 0.02; number 8, H, carries 0.02

=====

Most stable: one. Least stable: two.

=====

one | The following is a DFT calculation (ωB97M-V/def2-TZVPD) of a structure of composition C6H9N2O.

As for the total charge: +1. Its gap between HOMO and LUMO is 9.411 eV. The calculation puts the LUMO energy at -4.21 eV. For the HOMO energy, the calculation gives -0.500 hartree. As for the spin multiplicity: 1.

Positions of all 18 atoms, in Å:
C: -1.332 0.265 -1.285
C: -1.943 -0.500 -0.358
C: 0.034 0.720 -1.196
C: -1.326 -0.870 0.872
C: 1.303 -0.175 -1.140
C: 0.844 0.581 0.017
N: -0.116 -0.668 1.134
N: 1.536 1.413 0.730
O: 0.610 -0.998 2.274
H: -1.645 0.501 -2.319
H: -2.932 -0.999 -0.492
H: 0.122 1.610 -1.786
H: -1.990 -1.600 1.569
H: 1.292 -1.398 -1.273
H: 2.056 0.237 -1.676
H: 1.136 2.285 0.981
H: -0.101 -1.520 2.851
H: 2.452 1.117 1.096

Löwdin atomic charge list, values in e, 8 entries: number 1, C, carries -0.01; number 2, C, carries -0.05; number 3, C, carries -0.17; number 4, C, carries -0.08; number 5, C, carries 0.04; number 6, C, carries -0.33; number 7, N, carries -0.02; number 8, N, carries 0.21

=====

two | The following is a DFT calculation (ωB97M-V/def2-TZVPD) of the ion C6H9N2O with charge +1.

As for the total charge: +1. Its gap between HOMO and LUMO is 9.325 eV. The calculation puts the LUMO energy at -5.58 eV. For the HOMO energy, the calculation gives -0.548 hartree. As for the spin multiplicity: 1.

Positions of all 18 atoms, in Å:
C: 0.517 1.322 0.135
C: 1.973 1.328 0.333
C: 2.513 -0.914 -0.218
C: 1.374 -1.418 -0.557
C: -1.907 -0.830 0.808
C: -1.477 -0.005 -0.424
N: -0.075 0.289 -0.265
N: 2.799 0.383 0.188
O: -2.209 1.166 -0.490
H: -0.021 2.242 0.360
H: 2.404 2.269 0.661
H: 3.415 -1.537 -0.238
H: 0.655 -2.124 -0.889
H: -1.106 -0.908 1.538
H: -2.743 -0.310 1.272
H: -2.220 -1.826 0.516
H: -1.560 -0.611 -1.338
H: -2.330 1.485 -1.392

Löwdin atomic charge list, values in e, 8 entries: number 1, C, carries -0.02; number 2, C, carries -0.06; number 3, C, carries -0.15; number 4, C, carries 0.34; number 5, C, carries 0.01; number 6, C, carries -0.44; number 7, N, carries 0.11; number 8, N, carries 0.11

=====

Most stable: two. Least stable: one.